{"formula": "C65H65N13", "method": "ωB97M-V/def2-TZVPD", "e_above_lowest_kcal_mol": 0.0, "homo_lumo_gap_ev": 9.4, "total_charge": 0, "species": ["N", "C", "C", "C", "C", "C", "H", "H", "H", "H", "H", "N", "C", "C", "C", "C", "C", "H", "H", "H", "H", "H", "N", "C", "C", "C", "C", "C", "H", "H", "H", "H", "H", "N", "C", "C", "C", "C", "C", "H", "H", "H", "H", "H", "N", "C", "C", "C", "C", "C", "H", "H", "H", "H", "H", "N", "C", "C", "C", "C", "C", "H", "H", "H", "H", "H", "N", "C", "C", "C", "C", "C", "H", "H", "H", "H", "H", "N", "C", "C", "C", "C", "C", "H", "H", "H", "H", "H", "N", "C", "C", "C", "C", "C", "H", "H", "H", "H", "H", "N", "C", "C", "C", "C", "C", "H", "H", "H", "H", "H", "N", "C", "C", "C", "C", "C", "H", "H", "H", "H", "H", "N", "C", "C", "C", "C", "C", "H", "H", "H", "H", "H", "N", "C", "C", "C", "C", "C", "H", "H", "H", "H", "H"], "xyz": [[3.3924, -3.3122, -0.7797], [3.3286, -4.5590, -1.2292], [3.8767, -4.9615, -2.4440], [4.5347, -4.0118, -3.2148], [4.6334, -2.7241, -2.7209], [4.0717, -2.4127, -1.4979], [2.7766, -5.2796, -0.6336], [3.6925, -5.9701, -2.7891], [4.8816, -4.2896, -4.2017], [5.1898, -1.9914, -3.2954], [4.1690, -1.4288, -1.0496], [-3.4347, -0.5432, 3.2979], [-2.5146, 0.3975, 3.0948], [-2.7926, 1.7530, 3.2323], [-4.0546, 2.1322, 3.6482], [-4.9841, 1.1641, 3.9777], [-4.6243, -0.1584, 3.7328], [-1.5235, 0.0455, 2.8456], [-2.0437, 2.4438, 2.8632], [-4.2874, 3.1893, 3.7337], [-5.9884, 1.3841, 4.3085], [-5.3153, -0.9832, 3.8869], [-5.0190, -1.4063, -3.9082], [-3.9105, -0.7341, -4.1826], [-3.2141, 0.0440, -3.2756], [-3.8011, 0.2321, -2.0377], [-5.0206, -0.3705, -1.7549], [-5.5552, -1.2264, -2.7019], [-3.5358, -0.8204, -5.1998], [-2.2446, 0.4954, -3.4268], [-3.3291, 0.7867, -1.2341], [-5.4995, -0.1900, -0.8014], [-6.4501, -1.7956, -2.4673], [-0.2639, -1.4253, -4.1862], [-0.3283, -2.5689, -4.8696], [0.7617, -3.1639, -5.4661], [2.0042, -2.5459, -5.3010], [2.1069, -1.4262, -4.5087], [0.9270, -0.8867, -4.0004], [-1.3191, -3.0020, -4.9704], [0.7043, -4.1632, -5.8761], [2.8746, -2.9076, -5.8380], [3.0333, -0.9364, -4.2474], [0.9349, 0.0009, -3.3771], [1.5376, 0.7910, 3.7990], [2.3943, 0.5710, 4.7774], [3.7385, 0.9142, 4.7022], [4.2354, 1.4241, 3.5148], [3.3670, 1.5591, 2.4409], [2.0293, 1.2516, 2.6531], [2.0609, 0.1498, 5.7201], [4.3696, 0.8346, 5.5783], [5.2383, 1.8134, 3.3739], [3.6981, 1.9610, 1.4926], [1.3109, 1.4595, 1.8686], [-1.0008, 0.2571, 0.2869], [-0.7489, 1.4358, -0.2572], [0.4554, 1.7078, -0.8761], [1.4661, 0.7560, -0.8813], [1.1380, -0.5141, -0.4600], [-0.1286, -0.7239, 0.0657], [-1.5273, 2.1750, -0.1174], [0.6946, 2.6910, -1.2609], [2.4626, 0.9512, -1.2615], [1.8305, -1.3343, -0.2973], [-0.3774, -1.6471, 0.5833], [5.3580, 1.2234, -1.1432], [6.5088, 1.0476, -0.5215], [7.4021, 2.0595, -0.1900], [7.0886, 3.3470, -0.5645], [5.8895, 3.5600, -1.2283], [5.0806, 2.4843, -1.5076], [6.7826, 0.0382, -0.2228], [8.3420, 1.7970, 0.2753], [7.7143, 4.2172, -0.4082], [5.5749, 4.5626, -1.4835], [4.0955, 2.6259, -1.9430], [-4.6698, 6.6745, 0.8411], [-3.4518, 6.2246, 1.1518], [-3.0955, 4.8967, 1.1106], [-4.0189, 3.9618, 0.6727], [-5.2674, 4.4316, 0.3008], [-5.5428, 5.7894, 0.3936], [-2.7472, 7.0138, 1.3908], [-2.1284, 4.6087, 1.5007], [-3.7642, 2.9106, 0.6198], [-6.0283, 3.7801, -0.1157], [-6.5361, 6.1452, 0.1399], [0.0064, -5.5724, -1.7524], [-1.1774, -6.1729, -1.8041], [-2.3892, -5.5010, -1.8101], [-2.4051, -4.1042, -1.7653], [-1.1689, -3.4942, -1.7955], [-0.0038, -4.2443, -1.7046], [-1.1923, -7.2573, -1.8520], [-3.3549, -5.9905, -1.7764], [-3.3531, -3.5837, -1.7796], [-1.0298, -2.4298, -1.9508], [0.9302, -3.6952, -1.7630], [0.1166, 4.3312, 0.9490], [0.7513, 5.1221, 0.1015], [1.9133, 5.8028, 0.4230], [2.4443, 5.6226, 1.6880], [1.8051, 4.7660, 2.5556], [0.6111, 4.1699, 2.1670], [0.2871, 5.2844, -0.8671], [2.4045, 6.4551, -0.2875], [3.3101, 6.1606, 2.0520], [2.2104, 4.6433, 3.5525], [0.0226, 3.6062, 2.8844], [-2.2427, 3.5928, -2.5422], [-1.4647, 4.5126, -3.1087], [-1.9516, 5.4713, -3.9790], [-3.3203, 5.6470, -4.0742], [-4.1325, 4.7611, -3.3933], [-3.5494, 3.7178, -2.6770], [-0.3990, 4.3990, -2.9393], [-1.2603, 6.1159, -4.5088], [-3.7872, 6.3950, -4.7012], [-5.2144, 4.7713, -3.4432], [-4.1152, 2.9109, -2.2278], [-2.9901, -6.8865, 3.1934], [-3.3317, -5.8458, 3.9359], [-3.1039, -4.5244, 3.5645], [-2.4547, -4.2780, 2.3711], [-2.0951, -5.3666, 1.5977], [-2.4062, -6.6518, 2.0246], [-3.7627, -6.1188, 4.8925], [-3.4637, -3.7641, 4.2463], [-2.2205, -3.2640, 2.0707], [-1.5741, -5.2054, 0.6637], [-2.0869, -7.5185, 1.4563], [3.2298, -4.0924, 5.7289], [2.2822, -4.6885, 5.0352], [2.0596, -4.4201, 3.6890], [2.8295, -3.4482, 3.0661], [3.7539, -2.7669, 3.8284], [3.9306, -3.1342, 5.1588], [1.6622, -5.4068, 5.5607], [1.2595, -4.8920, 3.1372], [2.5268, -3.1254, 2.0790], [4.3168, -1.9409, 3.4064], [4.6668, -2.6309, 5.7754]], "atomic_forces_ev_per_a": [[0.2, 0.2, 0.4], [0.0, -0.2, -0.3], [-0.2, 0.2, 0.0], [-0.6, -0.6, 0.2], [0.7, 0.2, -0.3], [-0.1, -0.4, 0.2], [0.0, 0.1, 0.0], [0.2, 0.0, 0.0], [0.2, 0.2, 0.0], [-0.1, 0.2, 0.2], [0.0, 0.1, -0.2], [0.5, -0.2, 0.2], [-0.2, 0.0, 0.3], [0.3, -0.5, -0.7], [0.1, 0.7, 0.3], [0.0, -0.6, -0.5], [-0.3, -0.2, 0.1], [0.0, 0.1, -0.2], [-0.1, 0.2, 0.4], [-0.1, -0.1, 0.0], [0.0, 0.2, 0.1], [-0.2, 0.2, 0.1], [-0.3, 0.1, 0.1], [0.6, 0.0, -0.7], [-0.1, 0.3, 0.9], [-0.3, -0.2, 0.6], [0.3, 0.0, 0.0], [-0.2, 0.0, 0.2], [0.0, -0.2, 0.1], [0.0, -0.1, -0.6], [0.2, 0.2, -0.3], [-0.1, -0.2, 0.0], [0.0, 0.0, -0.2], [-0.3, -0.1, -0.1], [-0.4, 0.1, -0.2], [0.7, -0.1, 0.6], [0.1, -0.2, -0.4], [-0.5, 0.6, 0.2], [0.2, 0.0, 0.3], [0.0, -0.1, 0.1], [-0.2, 0.2, -0.5], [0.0, -0.3, 0.3], [0.2, -0.1, -0.3], [0.1, 0.0, -0.1], [-0.4, -0.3, -0.2], [0.8, 0.2, 0.6], [0.4, 0.2, 0.0], [-0.1, 0.4, -0.5], [-0.2, -0.1, 0.3], [0.0, 0.3, -0.3], [-0.5, 0.0, -0.2], [0.0, -0.2, 0.0], [0.1, -0.3, 0.4], [0.0, 0.0, 0.0], [-0.1, -0.2, -0.1], [-0.6, -0.6, -0.7], [0.0, 0.0, 0.2], [0.9, 0.7, -0.2], [-0.3, -0.3, -0.5], [-0.2, -0.8, 0.9], [0.2, 0.4, 1.4], [0.2, 0.3, -0.2], [-0.3, 0.1, 0.0], [0.0, 0.2, 0.1], [0.2, 0.1, -0.6], [0.1, -0.2, -0.4], [-0.1, 0.4, -0.3], [0.6, -0.5, 0.5], [0.2, 0.0, -0.3], [-0.2, 0.5, -0.3], [0.0, 0.2, 0.1], [-0.8, -0.5, 0.4], [-0.3, -0.1, -0.1], [0.0, 0.1, 0.1], [0.2, -0.3, 0.3], [0.0, 0.0, -0.1], [0.1, 0.1, -0.2], [0.2, 0.3, -0.3], [-0.4, 0.7, -0.2], [0.3, -0.3, 0.6], [-0.2, 0.2, 0.0], [-0.1, -0.2, -0.5], [-0.2, -0.4, 0.3], [0.1, -0.2, 0.3], [0.0, -0.1, -0.4], [-0.1, 0.0, 0.0], [0.1, -0.1, 0.2], [0.1, 0.1, 0.0], [0.4, 0.0, 0.3], [-0.5, -0.3, -0.1], [-0.5, 0.8, 0.4], [0.4, -0.9, -0.5], [0.2, 0.9, 0.2], [-0.5, 0.1, -0.9], [0.2, 0.0, 0.0], [0.2, -0.4, -0.1], [0.1, 0.2, 0.0], [-0.3, 0.0, 0.3], [0.2, -0.3, 0.2], [-0.6, -0.2, 0.2], [0.3, 0.4, -0.3], [0.3, 0.1, -0.1], [0.1, 0.0, 0.1], [-0.2, 0.1, 0.6], [0.4, 0.3, 0.1], [0.0, -0.2, 0.0], [-0.2, 0.0, -0.1], [0.1, 0.0, -0.3], [-0.2, -0.2, 0.0], [0.1, -0.2, -0.1], [0.6, 0.1, 0.6], [-0.1, -0.5, -0.6], [0.4, 0.7, 0.3], [-0.5, -0.4, -0.1], [-0.4, -0.7, 0.3], [0.1, 0.1, -0.3], [0.0, 0.0, -0.1], [-0.1, 0.0, 0.0], [0.2, 0.1, 0.0], [0.0, 0.3, -0.1], [-0.3, 0.2, 0.0], [0.0, -0.6, -0.2], [0.1, 0.0, 0.0], [-0.4, -0.3, 0.6], [-0.1, 0.1, 0.2], [0.2, 0.0, -0.4], [0.4, 0.4, 0.2], [-0.2, 0.3, 0.0], [0.3, 0.3, -0.2], [-0.1, 0.0, 0.0], [0.0, -0.1, 0.0], [-0.2, 0.0, -0.1], [0.0, 0.0, 1.1], [-0.3, -0.4, -0.8], [-0.1, 0.1, 0.1], [-1.0, 0.2, 0.3], [0.5, 0.3, 0.0], [0.3, 0.2, -0.7], [0.1, -0.1, 0.0], [-0.1, -0.2, 0.1], [0.5, -0.1, -0.3], [0.0, -0.1, 0.1], [0.0, 0.0, 0.0]]}